The following is a quantum chemistry calculation of a 10-piece molecular cluster, C49H55N9O2 overall, from OMol25.

Each line ends with the Löwdin charge.
Atoms and positions in Å:
C  -3.498  -0.924  2.444  -0.0691
C  5.271  -3.640  -2.344  -0.0733
N  1.642  -0.074  7.289  0.0530
C  -1.313  -6.365  -2.104  -0.1499
C  -1.784  -4.729  -0.461  -0.0782
H  0.208  -5.152  -1.284  0.0899
C  -3.140  3.844  1.037  -0.0595
H  3.987  0.679  4.101  0.1087
H  3.649  6.357  -0.705  0.0971
H  -5.126  -0.493  -1.012  0.0939
H  -2.095  -2.225  -4.755  0.0839
H  -5.499  -2.526  0.163  0.0919
H  3.483  1.495  -1.256  0.0765
H  -3.056  -1.687  -3.378  0.0653
C  3.201  -2.381  -2.309  -0.0926
C  -5.037  0.343  -8.026  -0.1259
H  3.122  -1.514  7.226  0.0960
H  -5.517  1.240  -8.416  0.0933
H  -3.490  6.455  3.233  0.0948
H  -0.928  3.423  4.400  0.0973
H  5.566  2.518  -0.491  0.1060
C  -0.116  0.846  0.168  -0.1731
C  1.900  3.002  2.715  -0.1315
C  2.315  -1.080  6.654  -0.1508
H  -3.687  3.006  0.632  0.0702
C  -3.093  5.823  2.453  -0.1593
C  -0.828  -5.448  -1.199  -0.0814
H  -2.472  -3.328  -3.553  0.0708
H  -4.584  -6.324  -1.607  0.1003
O  -4.071  -2.680  -4.946  -0.1796
H  0.005  5.859  4.524  0.0980
H  -1.159  3.443  0.074  0.0668
C  5.799  -2.630  -3.129  -0.1557
C  -3.376  0.241  1.696  -0.1617
N  -2.624  -6.757  -2.200  0.0535
H  3.334  -0.434  -3.314  0.0929
H  -1.587  0.202  -2.662  0.0926
H  -3.733  -0.730  -5.827  0.1103
C  0.163  -1.408  -0.222  -0.0950
H  5.870  -4.486  -2.041  0.0984
N  0.738  2.761  3.401  0.0473
C  0.523  0.418  6.709  -0.1389
C  2.393  3.428  -1.400  -0.1367
N  3.511  0.012  2.123  0.0633
C  3.883  -3.535  -2.039  -0.0918
C  1.981  -1.549  5.401  -0.0917
H  -0.089  1.681  0.851  0.0766
H  -1.483  -3.861  0.108  0.0840
C  2.484  4.285  2.729  -0.0538
C  5.317  -0.774  3.368  -0.0941
C  0.024  3.748  4.007  -0.1525
C  -4.535  -1.410  -5.539  -0.1663
C  5.114  -1.458  1.049  -0.0576
C  4.700  3.108  -0.753  -0.0901
H  -3.039  -1.016  3.418  0.0953
H  -0.095  1.192  7.140  0.0964
C  3.983  -0.653  1.014  -0.1350
H  -4.894  -2.100  -7.539  0.1179
H  5.716  4.948  -0.417  0.0954
H  -0.803  -2.180  -2.006  0.0790
H  5.868  -0.790  4.297  0.1027
H  -2.693  1.000  2.047  0.0922
H  -5.152  -0.864  -4.826  0.1230
C  3.841  -1.354  -3.062  -0.1083
H  3.353  -0.678  0.137  0.0767
H  5.403  -1.809  0.069  0.0870
C  4.771  4.480  -0.650  -0.0879
C  -2.920  -2.496  -4.096  -0.1095
C  -1.829  4.100  0.608  -0.0558
N  5.158  -1.459  -3.487  0.0615
H  2.106  6.281  3.403  0.0989
H  -4.220  -2.925  2.460  0.1007
N  -0.756  1.094  -1.016  0.0794
C  1.779  5.254  3.466  -0.0780
H  2.290  2.132  2.208  0.0602
H  -4.205  0.686  -7.411  0.0740
C  0.528  5.034  4.064  -0.0874
C  -4.254  -1.985  1.929  -0.0760
C  -4.848  -1.830  0.670  -0.0869
C  -0.581  -1.309  -1.407  -0.0580
C  -1.232  5.265  1.140  -0.1403
O  -5.946  -0.369  -7.242  -0.1932
H  0.499  -1.301  3.830  0.0868
H  -6.401  -2.154  -6.589  0.1311
N  2.448  4.764  -1.263  0.0553
H  6.593  -2.242  2.482  0.0995
C  3.492  2.572  -1.167  -0.0670
N  -3.961  0.444  0.500  0.0640
C  -5.463  -1.620  -6.742  -0.1848
H  -4.579  -0.281  -8.794  0.0881
H  -0.664  -6.930  -2.757  0.0975
C  5.755  -1.587  2.297  -0.0437
H  6.828  -2.730  -3.440  0.0953
H  -3.884  -4.539  -0.010  0.0753
C  0.127  0.023  5.422  -0.0775
H  2.539  -2.273  4.826  0.0988
H  1.414  2.985  -1.513  0.0829
C  -3.809  4.776  1.902  -0.0697
H  0.503  -2.390  0.072  0.0918
C  0.847  -1.006  4.808  -0.0879
H  0.894  -0.364  1.574  0.0815
H  -0.191  5.410  0.891  0.0923
C  0.327  -0.330  0.656  -0.0731
C  -4.735  -0.598  -0.011  -0.1033
C  -3.131  -5.085  -0.558  -0.0672
C  -3.539  -6.101  -1.448  -0.1273
H  -0.742  0.410  4.911  0.0858
C  3.634  5.290  -0.874  -0.1370
H  3.388  -4.333  -1.507  0.0991
H  2.171  -2.415  -1.987  0.0754
C  4.294  0.097  3.245  -0.1447
H  -4.846  4.688  2.189  0.0908
C  -1.021  0.002  -1.764  -0.1270
N  -1.799  6.045  2.097  0.0456
H  3.416  4.510  2.232  0.0870

Force components x, y, z for each atom (eV/Å):
-0.7551 -0.5343 -0.5149
-1.7824 0.5379 -0.4621
-0.7951 -0.6339 -0.3844
-1.7347 -1.5054 0.2717
-0.1113 -0.5464 -0.3517
0.1267 -0.0170 0.3978
-0.3574 1.1830 -0.0958
-0.3721 0.3595 -0.2438
0.1136 0.1109 -0.1551
-0.2049 0.3075 0.0578
0.2486 0.4668 -0.0874
0.1997 -0.6020 0.3262
-0.6900 -0.0985 -0.1031
-0.2534 0.1082 0.0869
0.2662 0.4553 -1.1059
0.7679 0.2897 0.5208
0.2616 0.1171 -0.0404
-0.1288 -0.3041 -0.2012
-0.1160 0.1697 -0.0580
-0.1110 0.2124 0.2134
-0.0336 -0.2503 -0.1921
-1.5034 2.3121 -0.4763
-1.4633 1.0024 1.5376
-0.7129 1.2116 0.6787
-0.0285 -0.2412 0.1231
1.7548 -0.6733 -1.0168
-0.9851 0.9781 -0.5750
-1.2239 -0.7930 -0.1527
-0.0335 -0.2423 0.0822
-0.0101 0.7871 -0.0070
-0.0951 -0.0589 -0.0236
-0.6086 -0.2105 -0.5227
-0.4360 1.3536 0.1757
-0.3291 -0.3392 -0.8358
0.2129 1.1402 0.3717
-0.0203 0.0681 -0.0565
-0.0289 -0.1479 -0.1855
0.4223 -0.3598 -0.0164
-0.7427 -0.7772 -0.0652
-0.0475 -0.0761 -0.1174
0.0464 0.2780 -0.8061
0.9294 -0.5941 -1.5046
0.8992 -0.2062 0.8782
0.8841 0.6340 -0.8861
2.0551 -0.4708 0.5086
-0.7811 0.2732 -0.4507
0.3245 0.4960 -0.1144
-0.0592 -0.0569 0.3231
-1.3362 -0.6465 0.9091
2.0928 -1.1942 -0.2950
1.7729 -1.0116 -0.9247
-0.7123 -0.8609 0.8779
0.1125 0.7696 0.7707
-0.4626 0.5748 -0.2916
0.1993 0.0369 -0.0222
0.4684 0.1377 0.8016
-0.6833 0.3548 2.8990
-0.0229 -0.3646 -0.1442
0.0077 0.1462 0.2605
0.0161 0.0262 -0.1016
0.1026 -0.1800 0.1099
-0.1360 0.4374 -0.0010
0.1544 0.0053 0.4983
1.9772 -1.2463 0.2566
-0.1694 0.3712 -0.0800
0.4949 -0.7700 0.2939
-0.4011 1.2982 0.0084
0.3937 1.0802 -1.1400
-0.4055 1.2226 1.7414
-1.9315 -1.6025 1.2212
0.3271 0.0977 0.2858
-0.4694 -0.1240 0.0184
0.3424 -1.7804 0.6203
-0.3156 0.2531 -0.8444
0.3156 0.0226 -0.0760
0.2411 0.2420 0.0845
0.8477 -0.2477 -0.2676
0.6664 0.5667 -0.5088
-0.3451 1.4548 -0.4039
0.2383 1.8372 0.7483
-1.0873 -0.6100 1.3236
-0.2850 -0.2495 0.3845
0.2388 -0.2822 -0.1614
0.4520 -0.4039 0.6122
0.7871 -0.2952 0.5459
0.0741 -0.0693 -0.2607
-0.0082 0.2639 0.1459
-0.9620 -1.7495 -0.3493
0.2089 0.3448 -0.8206
-0.2616 -0.0258 -0.4337
0.2244 0.0909 -0.0788
-0.5775 0.7760 -0.3101
0.1305 0.2816 -0.1984
0.0146 0.0905 0.0830
0.6276 -1.2500 0.5161
0.2299 -0.2317 0.4013
-0.1783 0.0720 -0.5721
0.8707 -0.7604 -0.6192
0.2116 -0.1981 0.0568
-0.4038 1.0099 -0.1017
-0.1106 -0.1447 0.1128
0.1425 0.5759 0.0631
0.5867 -1.4282 -1.3651
2.2109 0.5429 2.2073
0.0802 -0.1413 -0.4433
2.2590 0.2882 -0.1000
-0.0250 0.2668 0.1897
-0.1353 -1.6721 -0.4167
-0.0206 -0.1011 0.0836
-0.1999 0.8355 -0.2577
-2.0466 -1.0813 -2.0649
-0.0857 -0.4286 -0.1257
0.8010 -0.1355 0.9148
-0.0718 -0.2089 -0.9050
-0.0303 0.0088 -0.1062

LUMO level = 0.23 eV
SMILES string = c1ccncc1.c1ccncc1.c1ccncc1.c1ccncc1.c1ccncc1.c1ccncc1.c1ccncc1.c1ccncc1.c1ccncc1.COCCOC
HOMO level = -0.33548 Eh
Orbital gap = 9.4 eV

---

The following is a quantum chemistry calculation of C49H57BN8O2PbS4 as an isolated structure, from OMol25.

Each line ends with the Löwdin charge.
Atoms and positions in Å:
C  1.183  1.061  6.574  -0.0409
H  0.513  -2.137  2.001  -0.0703
C  -1.227  -3.880  -3.624  -0.0807
N  -0.843  -0.893  -1.859  -0.4356
H  -6.340  -3.232  2.378  0.0719
H  1.511  -2.134  0.882  -0.0112
H  -4.776  -2.124  -0.868  0.0230
C  -2.021  6.670  -0.550  -0.0412
C  0.369  -1.342  -4.292  -0.3653
S  -0.389  3.410  1.790  0.6154
H  0.729  -0.222  -7.953  0.0945
H  6.136  2.841  1.350  0.0852
N  -2.339  4.341  0.089  0.0022
H  -3.990  0.187  4.632  0.1213
H  -0.296  1.295  -6.288  0.1051
C  1.799  0.132  4.356  -0.0860
S  0.296  -1.748  -2.542  1.0134
C  3.034  -0.335  -0.618  -0.2209
C  -1.393  -5.999  -2.495  -0.0973
H  -1.517  -3.221  -4.433  0.1119
H  1.193  -0.758  4.492  0.0400
C  0.475  2.759  -3.193  -0.5793
C  -4.420  -1.462  3.263  -0.0914
H  -1.713  6.949  0.459  0.0863
N  0.093  2.224  -2.206  -0.0605
C  -4.564  -2.799  1.193  -0.5481
C  6.775  -0.592  -0.265  -0.0728
C  -3.650  -3.815  1.897  -0.0378
H  6.434  -3.148  -4.328  0.0842
H  -3.102  6.797  -0.631  0.0679
H  1.568  -2.441  -7.251  0.0982
N  -3.076  2.932  1.601  0.0517
H  -2.445  -5.504  -4.301  0.0970
H  0.530  0.209  6.774  0.0880
H  4.685  -4.912  -4.332  0.0727
H  0.340  5.832  -1.478  0.0877
C  1.899  0.074  -0.375  -0.2710
H  -0.248  -6.190  -0.687  0.1053
H  -6.666  -2.488  0.803  0.0868
O  1.115  -2.731  1.539  -0.1010
C  -0.331  -3.445  -2.655  -0.3571
H  -0.211  3.531  5.827  0.1068
C  -1.949  3.542  1.134  -0.6944
C  -1.075  1.118  3.804  -0.7215
H  -2.668  3.802  4.697  0.1161
C  -4.107  -0.222  3.644  -0.1169
H  0.279  5.437  0.254  0.0322
C  1.210  1.346  5.068  -0.5441
C  4.638  -4.091  -3.626  -0.1518
N  -2.163  1.939  3.766  -0.0044
H  -1.808  -6.997  -2.433  0.0942
C  2.108  2.548  4.750  -0.0349
C  4.351  -0.774  -0.905  -0.2219
C  0.012  -4.268  -1.591  -0.0798
C  1.094  -1.787  -6.529  -0.0866
H  -4.305  -3.828  -0.650  0.0793
C  5.616  -3.098  -3.616  -0.1285
H  -4.268  4.784  -0.799  0.1074
H  6.315  -1.268  -2.768  0.1005
C  -1.751  -5.161  -3.544  -0.0898
C  -4.174  -2.808  -0.280  -0.0951
C  -4.120  -0.217  1.414  -0.7137
H  -3.127  -2.529  -0.393  0.0751
H  8.811  -0.336  0.327  0.0815
C  -3.722  4.255  -0.042  -0.0718
C  7.819  0.108  0.313  -0.1431
H  -1.539  7.343  -1.262  0.0813
H  6.964  -1.580  -0.665  0.0901
H  -4.620  -2.331  3.859  0.1064
H  1.965  2.842  3.710  0.0771
N  -3.891  0.548  2.520  0.0215
H  -6.187  -4.195  0.897  0.0804
S  -0.927  -0.348  2.980  0.6423
N  -0.173  1.706  4.656  -0.0144
S  -4.221  0.339  -0.183  0.5725
C  7.620  1.359  0.890  -0.1633
H  -1.323  5.349  -2.983  0.0869
C  -6.034  -3.204  1.330  -0.0386
C  0.039  0.309  -5.994  -0.0660
C  5.555  -2.038  -2.730  -0.0632
C  3.516  -2.919  -1.839  -0.0616
H  0.817  1.918  7.141  0.0681
B  -3.386  2.000  2.811  -0.6022
C  -0.090  -0.091  -4.671  -0.0701
C  5.458  -0.069  -0.316  -0.1913
H  -3.006  5.063  -2.519  0.0682
C  4.493  -1.898  -1.806  -0.1890
H  -1.807  3.755  -2.408  0.0717
H  -5.158  3.063  1.099  0.1092
H  0.661  -3.898  -0.807  0.0916
H  4.277  1.608  0.329  0.0919
H  -3.585  -4.721  1.293  0.0800
H  3.153  2.270  4.894  0.0862
Pb  -0.203  0.909  -0.266  1.0224
H  -1.703  -0.808  -2.396  0.0135
H  2.188  0.819  6.923  0.0814
C  -0.517  -5.549  -1.517  -0.0741
C  0.622  -0.540  -6.923  -0.0934
O  0.821  3.323  -4.195  -0.0005
C  5.274  1.187  0.316  -0.0472
C  -1.969  4.826  -2.276  -0.0389
C  -0.071  5.147  -0.732  -0.1007
C  6.325  1.875  0.892  -0.1327
H  1.368  -3.148  -4.891  0.1088
H  1.894  3.410  5.385  0.0693
H  2.791  -0.043  4.781  0.0859
H  -4.017  -4.094  2.886  0.0682
H  1.906  0.304  3.286  0.0799
H  2.706  -2.860  -1.125  0.0716
C  -1.590  5.228  -0.845  -0.5348
C  3.589  -3.985  -2.717  -0.1305
C  0.980  -2.189  -5.209  -0.0865
H  -2.647  -3.400  2.002  0.0942
H  0.291  4.144  -0.950  0.0344
C  -1.945  3.011  4.603  -0.1066
H  8.442  1.908  1.333  0.0692
H  -0.512  0.571  -3.924  0.0756
N  -4.388  -1.490  1.875  -0.0093
C  -4.161  3.401  0.888  -0.1244
H  -4.281  2.560  3.419  0.1154
C  -0.734  2.876  5.156  -0.0985
H  2.831  -4.763  -2.676  0.0858

Force components x, y, z for each atom (eV/Å):
-0.0404 -0.0009 -0.0345
-0.0597 0.1133 0.2059
0.0077 0.0443 -0.0134
0.2927 0.0801 -0.0377
-0.0022 -0.0015 -0.0073
0.1777 0.1535 0.0586
0.0291 -0.0171 -0.0126
0.0283 -0.0604 -0.0097
0.0691 0.0755 0.0031
0.2034 0.1118 -0.0540
0.0011 -0.0093 0.0005
-0.0276 -0.0033 -0.0057
-0.1493 -0.1189 -0.0952
0.0326 0.0068 -0.0018
0.0085 0.0175 0.0385
-0.0539 0.0130 -0.0571
-0.3112 -0.3289 -0.0415
0.0455 -0.0675 0.0913
0.0191 0.0475 0.0164
0.0295 -0.0073 -0.0130
0.0324 -0.0168 0.0252
0.0304 -0.0034 0.1039
0.0307 -0.0704 0.0097
-0.0086 0.0097 0.0040
0.1371 0.1044 -0.5261
-0.0909 -0.0325 -0.0664
-0.0012 0.0317 -0.0321
0.0045 0.0360 0.0275
0.0139 0.0191 0.0079
-0.0140 0.0074 -0.0074
0.0058 -0.0158 0.0186
-0.2890 -0.0966 -0.1013
-0.0053 0.0089 0.0110
0.0109 -0.0062 0.0149
0.0225 -0.0239 0.0350
-0.0347 -0.0026 -0.0437
-0.0295 -0.2213 0.0587
0.0052 0.0135 0.0074
0.0015 -0.0024 0.0016
0.0085 -0.0917 -0.3343
-0.0504 0.0915 0.0261
0.0185 -0.0293 0.0091
-0.0271 0.0700 0.0040
0.1610 0.2377 0.0411
-0.0093 -0.0151 -0.0052
-0.1087 0.2066 0.0409
0.0022 0.0409 -0.0420
0.1065 -0.0536 0.0009
0.0322 0.0369 -0.0776
-0.1283 -0.0978 0.2324
0.0064 -0.0021 -0.0095
-0.0234 -0.0103 -0.0129
-0.0405 0.0263 -0.0114
0.0132 0.0521 -0.0188
0.0131 0.0203 -0.0093
0.0104 -0.0109 0.0362
-0.0415 -0.0421 0.0079
0.0258 0.0192 -0.0235
-0.0069 -0.0069 -0.0224
-0.0214 -0.0358 -0.0222
0.0614 0.1113 0.0051
0.0294 -0.0302 0.1396
0.0520 0.0692 -0.1118
-0.0106 -0.0243 -0.0130
0.0685 0.0404 0.0294
-0.0091 0.0334 0.0150
-0.0052 0.0038 0.0092
0.0214 0.0229 0.0043
0.0138 -0.0074 -0.0160
0.0373 0.0001 0.0051
-0.1298 -0.0296 -0.1433
-0.0108 -0.0007 0.0040
-0.1571 -0.1968 -0.1866
-0.1643 0.0102 0.1319
0.0913 0.0501 -0.0365
0.0202 0.0017 0.0190
-0.0164 0.0222 0.0050
0.0149 0.0071 -0.0223
0.0146 -0.0281 -0.0988
0.0035 -0.0390 0.0103
-0.0001 -0.0635 -0.0979
0.0002 0.0028 0.0108
0.2993 0.0605 -0.0035
-0.0793 -0.0287 0.0702
-0.0235 0.0144 -0.0232
-0.0386 0.0360 0.0045
-0.0052 0.0510 0.0780
-0.0209 0.0876 0.0075
0.0110 -0.0684 -0.0287
0.0449 0.0012 0.0434
0.0063 0.0175 0.0077
-0.0417 -0.0128 0.0205
-0.0032 -0.0007 0.0156
-0.2587 -0.1426 0.3352
-0.0535 -0.1580 0.0607
0.0052 0.0133 -0.0134
-0.0343 -0.0427 -0.0071
-0.0187 0.0337 0.0245
-0.0465 -0.0119 -0.0220
0.0202 -0.0230 -0.0256
-0.0616 -0.0714 0.0190
0.0566 -0.0205 0.0895
0.0178 -0.0146 -0.0005
0.0463 -0.0193 0.0113
-0.0009 0.0089 -0.0011
0.0144 0.0605 -0.0155
0.0239 -0.0103 -0.0059
-0.0070 -0.0391 -0.0162
-0.0333 0.0121 0.0186
0.1077 0.1421 -0.0295
-0.0394 -0.0243 0.0301
0.0545 -0.0375 0.0659
-0.0049 -0.0156 -0.0037
-0.0217 0.1629 0.0491
-0.0603 -0.0615 0.0463
-0.0059 -0.0061 0.0076
0.0140 -0.0138 -0.0177
0.0998 -0.0029 0.0655
0.0296 -0.0147 0.0302
0.0294 -0.0357 0.1025
0.0189 -0.0331 -0.0199
-0.0279 0.0596 -0.0211

LUMO level = 3.84 eV
Total charge = -2
HOMO level = -0.01280 Eh
Orbital gap = 4.2 eV

---

Q: Number 2 is which compound?
A: C49H57BN8O2PbS4